{
  "formula": "Br2H2N2O2S",
  "method": "the ωB97M-V functional and the def2-TZVPD basis",
  "total_energy_ha": -5807.28896,
  "orbital_gap_ha": 0.336,
  "homo_ev": -9.5,
  "spin_multiplicity": 1,
  "symbols": ["N", "N", "O", "O", "S", "Br", "Br", "H", "H"],
  "coordinates": [[-1.4118, 0.1414, 0.1142], [1.2497, 0.3347, 0.6652], [0.1498, -0.3568, -1.7180], [-0.2324, -1.9711, 0.1726], [-0.0959, -0.6172, -0.3225], [0.9755, 1.9807, 0.0230], [2.8417, -0.4001, 0.5332], [-1.7298, 0.0923, 0.9949], [-1.7468, 0.7961, -0.4626]],
  "atomic_forces_ev_per_a": [[2.012, -1.872, -1.150], [-4.595, -2.033, 0.058], [-0.176, -0.099, 1.072], [1.102, 1.552, -0.081], [1.197, -1.914, -0.165], [0.712, 2.701, -0.546], [2.375, -0.975, -0.448], [-1.259, -0.406, 3.722], [-1.368, 3.046, -2.460]],
  "lowdin_charge": [-0.046, -1.267, -0.335, -0.299, 0.454, 0.703, 0.709, 0.052, 0.029]
}